Record 1
16
Properties=species:S:1:pos:R:3:forces:R:3 method="wB97M-V/def2-TZVPD" e_lumo_ha=0.0235 e_tot_ev=-9876.5529 smiles=CC#N.OCCO e_above_lowest_ev=3.5078 homo_energy_ha=-0.3612 total_charge=0
C -2.202 0.330 0.703 0.2225 0.4585 0.1398
C -1.568 -0.909 1.109 -1.0425 -2.6475 0.6470
N -1.331 -2.027 1.391 -0.9654 1.8237 0.0294
H -3.230 0.345 1.069 0.0674 -0.0388 -0.0278
H -1.651 1.173 1.118 -0.0689 0.0226 -0.0203
H -2.191 0.411 -0.384 0.0040 -0.0768 0.0605
O 0.462 -0.786 0.379 -0.2901 -1.9488 0.6645
C 1.123 -0.560 -0.848 0.2433 -0.3768 -0.0144
C 1.441 0.929 -0.947 -0.1816 -0.2649 0.1179
O 2.232 1.356 0.144 -0.0550 -0.0278 0.0974
H -0.018 -1.830 0.760 1.9961 3.0276 -1.6026
H 0.513 -0.872 -1.710 0.0285 0.0623 0.0703
H 2.061 -1.129 -0.868 -0.0101 0.0606 -0.1071
H 2.002 1.145 -1.859 -0.0535 -0.0734 0.0299
H 0.497 1.494 -0.985 0.0536 -0.0100 -0.0104
H 1.860 0.927 0.927 0.0516 0.0093 -0.0742



Record 2
39
Properties=species:S:1:pos:R:3:forces:R:3 method="wB97M-V/def2-TZVPD" e_lumo_ha="0.0075 / -0.0026" multiplicity=2 e_tot_ev=-67543.9869 e_above_lowest_ev=0.0000 s_squared=0.759 homo_energy_ha="-0.2873 / -0.2781" total_charge=0
Cu 0.555 0.080 0.640 0.4627 -0.2968 1.0059
C 2.352 0.447 2.654 0.0118 2.1742 4.1031
O 1.541 -0.473 2.525 -3.2190 -4.6282 -0.2909
O 2.716 0.779 3.810 0.8887 -0.1371 -1.4466
O 2.421 1.048 1.576 1.4390 2.4556 -3.0908
C -1.201 -4.136 0.486 -0.1536 -0.5586 -0.1114
C -0.174 -3.016 0.458 -2.5505 -0.4036 0.3599
C 0.378 -2.845 -0.905 0.6570 0.7726 -0.4105
O 0.973 -1.543 -0.902 1.5758 -0.1422 -0.5056
C 1.845 -1.280 -2.014 -0.6556 -1.1322 -0.6215
N -0.977 -1.829 0.862 1.2300 -0.0486 0.6269
H -2.048 -3.854 -0.139 0.0523 -0.1396 -0.3757
H -1.636 -4.179 1.485 0.2367 -0.4293 0.1371
H -0.832 -5.112 0.170 -0.0110 -0.1125 0.1321
H 0.533 -3.201 1.267 0.5300 0.3417 -0.4521
H -0.349 -2.915 -1.714 -0.7587 0.3944 0.1151
H 1.006 -3.696 -1.171 0.9955 0.2671 0.2797
H 2.588 -2.058 -2.190 0.0759 -0.3865 0.5371
H 2.428 -0.359 -1.982 -0.7471 0.1285 0.5399
H 1.196 -1.352 -2.887 0.1325 0.5923 -0.4509
H -1.864 -1.805 0.378 -0.0513 -0.0586 -0.5475
H -1.237 -2.145 1.786 -0.1831 0.8219 0.6269
C -2.474 3.370 0.313 -0.2820 -1.5690 -0.1739
C -1.520 2.196 -0.099 0.4191 2.8740 0.4072
C -0.177 2.893 -0.366 0.7809 -1.0560 -0.0438
O 0.814 1.903 -0.629 0.8249 0.3581 -2.2043
C 1.930 2.433 -1.421 -0.3331 -0.7475 0.7076
N -1.426 1.110 0.879 -0.9995 0.6407 -0.3678
H -3.465 2.934 0.441 -0.2249 0.0655 0.1506
H -2.579 4.072 -0.514 0.2687 0.2964 0.2895
H -2.187 3.802 1.272 0.1522 0.3068 -0.2450
H -1.954 1.788 -1.011 0.5071 -0.1606 -0.1936
H 0.295 3.438 0.452 -0.8964 0.3727 0.6185
H -0.277 3.597 -1.193 -0.1045 -0.0949 -0.2756
H 1.676 2.711 -2.444 -0.6891 0.0748 0.0169
H 2.669 1.640 -1.527 -0.0508 0.1132 0.4601
H 2.381 3.297 -0.933 -0.0071 -0.0690 0.2050
H -1.544 1.472 1.814 0.8208 0.5186 0.5121
H -2.377 0.785 0.775 -0.1442 -1.3982 -0.0237



Record 3
125
Properties=species:S:1:pos:R:3:forces:R:3 method="wB97M-V/def2-TZVPD" e_lumo_ha=-0.0620 e_tot_ev=-289331.7968 homo_energy_ha=-0.3054 total_charge=0
C -2.776 3.717 -1.203 0.6052 0.3628 0.2696
C -1.387 3.716 -1.939 -1.8717 -0.0499 1.0058
C -0.305 3.730 -0.841 -0.0579 0.4089 -0.5300
Cl -0.347 5.417 -0.111 0.0715 -0.3601 -0.0485
C 1.158 3.474 -1.304 0.3437 1.0838 -1.2893
O 1.676 2.170 -1.085 0.0091 0.7019 0.7790
C 1.947 1.778 0.250 -0.6073 -1.8801 1.2797
P 0.455 0.614 0.674 -0.8848 0.9901 0.1163
P -0.289 -0.326 -1.122 0.1054 -2.3713 0.1867
O -0.780 -1.660 -0.696 -0.0650 0.1337 0.4776
O -1.616 0.478 -1.636 1.2545 0.3757 -0.2595
O 0.768 -0.541 -2.332 -1.2054 1.2425 0.0045
C 1.900 2.866 1.363 0.2225 0.4394 -0.0697
Br 0.485 2.812 2.727 0.5562 -0.1154 -0.4895
C 2.701 3.920 1.560 -0.2945 0.0469 0.3727
C 2.532 4.971 2.654 0.7255 0.7316 -0.9818
Br 4.217 4.219 0.427 -0.3165 0.1855 0.3450
C 3.248 0.815 0.249 0.1394 0.8819 -1.2404
C 4.247 1.205 -0.915 -0.6289 -1.0565 -0.2761
C 3.970 0.415 -2.231 0.8944 1.4122 -0.6097
N 4.939 1.000 -3.215 -0.0597 -0.3577 0.5087
C 3.923 0.822 1.612 0.9484 -0.0177 0.8110
O 3.055 0.376 2.664 -0.2077 -0.2450 -0.5361
C 3.661 0.412 3.897 0.3132 0.2169 0.9868
C 4.322 -0.679 4.466 -0.2624 0.1188 -0.3395
C 4.856 -0.535 5.743 0.4267 -0.4558 0.5941
C 4.783 0.647 6.473 -0.3828 0.7165 -0.1175
C 4.123 1.741 5.908 0.0172 -0.5855 -0.4047
C 3.576 1.585 4.639 -0.3623 0.8808 -0.2321
O 2.758 -0.465 -0.174 0.4048 -0.0198 1.0961
C 3.306 -1.619 0.414 0.1309 -2.8150 -0.8601
C 4.818 -1.936 0.170 0.5907 0.6024 0.9357
C 2.492 -2.814 -0.241 1.2023 0.6479 0.2230
C 2.224 -3.947 0.745 -1.6258 0.3819 -0.9003
O 1.178 -4.515 0.763 1.0832 -0.1206 0.2398
Cl 3.537 -4.411 1.903 -0.2869 0.1658 -0.3427
B 1.237 3.728 -2.907 -0.0338 -0.8539 0.0694
N 1.426 5.057 -3.513 -0.4369 -0.8483 0.1315
O 1.069 2.594 -3.692 -0.8094 0.6602 0.5173
H -2.927 4.718 -0.770 -0.2322 -0.3051 -0.2961
H -2.742 3.037 -0.335 -0.1319 -0.0319 -0.4947
H -3.603 3.455 -1.871 0.2171 0.1015 0.1649
H -1.410 2.816 -2.567 0.6475 0.2273 0.1757
H -1.416 4.637 -2.544 0.5276 -0.4132 0.0233
H -0.650 3.077 -0.026 0.5031 0.0058 -0.2338
H 1.769 4.297 -0.895 0.0198 -0.7693 0.4169
H 0.904 -0.443 1.508 0.1217 0.0616 -0.6755
H -2.352 0.019 -1.201 0.0663 0.0123 -0.1051
H 0.260 -0.535 -3.161 0.3442 -0.0497 -0.0822
H 3.135 5.849 2.366 -0.1318 -0.3610 0.1538
H 2.923 4.637 3.623 -0.3848 -0.0986 -0.1795
H 1.499 5.337 2.701 0.2279 -0.4318 0.2072
H 5.275 0.936 -0.626 -0.2291 0.5560 0.0473
H 4.149 2.243 -1.232 0.3046 -0.1529 0.4982
H 4.228 -0.644 -2.169 -0.4959 0.1669 0.0863
H 2.970 0.632 -2.622 -0.0594 -0.6826 0.6241
H 4.650 1.955 -3.408 0.0886 -0.1660 -0.2762
H 4.895 0.458 -4.071 -0.0179 0.2822 -0.0566
H 4.836 0.198 1.651 -0.4118 0.0533 -0.4331
H 4.288 1.825 1.894 -0.2516 -0.1868 -0.4954
H 4.382 -1.630 3.931 0.0027 0.2653 0.1624
H 5.347 -1.387 6.221 -0.1508 0.1765 -0.2988
H 5.189 0.760 7.479 0.0276 -0.3645 -0.3072
H 3.999 2.702 6.408 0.1422 -0.3690 0.0348
H 3.029 2.428 4.208 0.1191 -0.2945 -0.0175
H 3.125 -1.757 1.493 -0.0876 0.9560 -0.2739
H 5.010 -2.949 -0.206 -0.3233 0.3136 0.0065
H 5.328 -1.894 1.150 -0.0127 -0.0187 -0.4359
H 5.356 -1.234 -0.479 -0.3754 -0.0970 0.0644
H 1.582 -2.412 -0.700 -0.1848 -0.5712 0.5692
H 3.079 -3.259 -1.065 -0.1601 0.1748 0.2806
H 0.579 5.595 -3.335 0.4038 0.4546 -0.0126
H 2.235 5.503 -3.091 -0.3594 0.3991 0.0777
H 0.421 2.810 -4.380 0.6714 -0.0977 -0.4880
C -3.307 -3.386 6.283 -0.0894 0.3908 0.0248
O -2.689 -4.048 5.169 -0.9924 -2.7140 1.7604
P -1.401 -5.059 5.528 5.5636 3.3218 -3.8421
O -0.434 -4.015 6.014 -0.9542 -0.4909 0.7893
O -1.233 -5.426 3.961 -0.0217 -0.3288 0.4229
C -0.864 -4.396 3.041 -0.3634 0.2317 -0.3774
O -0.583 -6.426 5.997 -3.2364 -0.2316 1.3765
C 0.685 -6.662 5.401 0.3517 -0.1580 -0.5963
H -4.315 -3.097 5.989 0.0349 -0.1027 -0.0867
H -3.368 -4.040 7.150 -0.0464 0.1036 0.0528
H -2.740 -2.491 6.537 0.0949 -0.0977 0.0301
H -0.287 -3.606 3.525 -0.0671 -0.0650 0.1551
H -1.759 -3.971 2.585 0.0202 0.0648 0.0300
H -0.254 -4.844 2.261 -0.1326 -0.1225 0.2115
H 1.253 -5.740 5.278 -0.1477 0.0748 0.0547
H 0.561 -7.154 4.436 -0.0044 0.0829 0.0037
H 1.234 -7.330 6.065 -0.2002 0.0403 0.1481
C -7.213 5.539 -4.195 -0.3076 0.2748 0.1222
O -6.362 5.532 -5.354 0.6413 -3.1472 1.1079
P -4.732 5.275 -5.075 2.7863 6.4379 -2.5371
O -4.434 6.540 -4.321 -0.4904 -1.0680 0.5706
O -4.430 5.377 -6.665 0.2105 -0.3726 0.2782
C -4.668 6.613 -7.336 -0.3597 0.1297 -0.2637
O -3.313 4.457 -4.798 -2.5292 -2.1530 1.0114
C -2.120 5.028 -5.309 0.3599 0.1817 -0.6779
H -8.230 5.325 -4.520 0.0861 -0.0527 -0.1070
H -6.907 4.784 -3.474 -0.0862 0.0479 0.0602
H -7.188 6.524 -3.730 0.1383 -0.0377 0.0115
H -4.574 7.463 -6.659 -0.0275 -0.1001 0.1018
H -5.662 6.606 -7.783 -0.0059 0.0510 0.0281
H -3.927 6.710 -8.128 0.0302 -0.1342 0.0427
H -2.107 6.113 -5.211 -0.1814 -0.0227 0.0810
H -1.988 4.750 -6.356 -0.0348 0.0595 0.0176
H -1.290 4.617 -4.736 -0.1679 -0.1067 0.0984
C -5.756 -8.278 -1.699 0.0279 -0.3730 -0.1207
O -4.895 -7.643 -0.741 -2.4328 2.3282 -0.1737
P -4.278 -6.145 -1.176 7.4237 -1.2393 -0.0267
O -3.411 -6.592 -2.321 -1.3149 0.1510 -0.1289
O -3.492 -6.048 0.239 -0.2753 0.3400 -0.1848
C -2.460 -6.990 0.524 -0.0118 -0.3731 0.2572
O -4.212 -4.505 -1.402 -3.4694 -0.9839 0.0983
C -2.937 -3.873 -1.281 0.5761 0.1791 0.5333
H -6.374 -9.004 -1.172 0.0402 0.0879 0.0945
H -6.404 -7.554 -2.190 -0.0347 -0.1016 -0.0656
H -5.154 -8.797 -2.444 0.0349 0.1313 -0.0290
H -1.993 -7.364 -0.389 -0.1282 0.0478 -0.0632
H -2.867 -7.824 1.097 0.0225 -0.0310 -0.0357
H -1.705 -6.487 1.124 -0.0787 0.1196 0.0217
H -2.139 -4.478 -1.709 -0.1368 -0.1206 -0.0231
H -2.723 -3.665 -0.235 0.0502 -0.0312 -0.0498
H -2.986 -2.928 -1.818 -0.2441 -0.0992 -0.0613



Record 4
63
Properties=species:S:1:pos:R:3:forces:R:3 method="wB97M-V/def2-TZVPD" e_lumo_ha=0.0118 e_tot_ev=-56465.6096 smiles="COCCCn1c(SCC(=O)Nc2ccc(NC(=O)c3ccco3)c(OC)c2)nc2ccccc2c1=O" e_above_lowest_ev=0.0000 homo_energy_ha=-0.2843 total_charge=0
C -6.688 1.777 1.304 -0.0004 0.0117 0.0442
O -6.057 1.610 0.063 0.0293 -0.0172 -0.2774
C -4.946 2.458 -0.115 0.0971 0.1595 -0.2009
C -4.271 2.098 -1.434 -0.1111 -0.1598 0.4615
C -3.694 0.681 -1.395 -0.3374 0.2205 -0.6317
N -2.576 0.603 -0.470 0.3590 0.1971 -0.2165
C -2.650 0.036 0.761 -0.2858 -0.3376 0.8164
S -4.105 -0.891 1.246 -0.0148 -0.1796 0.0344
C -4.005 -2.348 0.111 -0.2185 0.4382 0.0389
C -2.655 -2.369 -0.583 -0.3527 -0.4299 0.1566
O -2.552 -2.155 -1.771 0.0382 0.0737 -0.2256
N -1.626 -2.606 0.269 0.0512 -0.3727 0.2236
C -0.279 -2.246 0.098 0.3995 0.0354 -0.0188
C 0.565 -2.359 1.194 -0.1735 -0.0932 -0.2926
C 1.859 -1.880 1.124 0.0302 -0.0321 -0.0958
C 2.320 -1.275 -0.034 -0.2854 -0.1015 -0.0366
N 3.584 -0.701 -0.152 0.1661 0.1144 -0.4105
C 4.462 -0.385 0.838 -0.2429 -0.0816 -0.4201
O 4.320 -0.644 2.019 0.1016 0.0514 0.1004
C 5.650 0.326 0.339 0.8679 0.3187 0.9355
C 6.745 0.782 1.028 -0.8209 -0.3851 -0.2727
C 7.583 1.399 0.075 -0.1727 0.0172 -0.5694
C 6.942 1.276 -1.121 0.7235 0.3310 0.2954
O 5.776 0.633 -0.976 -0.4318 -0.2063 -0.1382
C 1.479 -1.203 -1.163 0.1248 -0.1089 0.3473
O 2.016 -0.604 -2.263 0.1787 -0.1447 0.5191
C 1.185 -0.388 -3.386 -0.1891 0.0950 -0.2889
C 0.189 -1.698 -1.093 0.0223 0.0209 -0.2888
N -1.741 0.084 1.661 -0.2911 -0.2670 0.4474
C -0.567 0.731 1.383 0.2939 0.4831 -0.6233
C 0.429 0.813 2.361 0.0591 0.1776 -0.0656
C 1.631 1.412 2.063 -0.1314 -0.0258 0.1440
C 1.865 1.942 0.794 -0.0136 0.1124 -0.1786
C 0.895 1.870 -0.179 -0.0273 0.0524 -0.0272
C -0.331 1.264 0.106 0.1460 0.0172 0.4850
C -1.377 1.189 -0.904 0.0232 -0.0815 0.0705
O -1.273 1.597 -2.044 0.0209 0.1335 -0.1953
H -6.004 1.543 2.130 -0.0325 0.0098 0.0070
H -7.525 1.083 1.323 -0.0334 0.0331 0.1026
H -7.057 2.802 1.429 -0.0061 -0.0354 0.0213
H -5.270 3.510 -0.131 0.0485 -0.1068 0.0503
H -4.243 2.340 0.728 -0.0565 0.0440 -0.0517
H -3.481 2.816 -1.656 -0.0246 0.0118 -0.0573
H -5.015 2.138 -2.228 -0.0087 0.0743 -0.0695
H -4.479 -0.003 -1.082 0.1706 -0.0202 -0.0366
H -3.325 0.395 -2.382 -0.0899 -0.0364 0.1867
H -4.156 -3.221 0.744 0.0188 -0.0293 -0.0271
H -4.803 -2.281 -0.627 0.1903 -0.0878 -0.0351
H -1.867 -2.803 1.232 -0.1067 0.1802 -0.1811
H 0.201 -2.790 2.114 -0.0608 -0.0363 0.1442
H 2.510 -1.936 1.980 0.0254 0.0084 0.0352
H 3.794 -0.370 -1.086 0.0744 0.0000 0.1532
H 6.911 0.678 2.080 -0.0399 -0.0652 0.2315
H 8.529 1.867 0.253 0.1989 0.1118 -0.0423
H 7.205 1.596 -2.110 -0.0637 -0.0064 -0.1582
H 1.814 0.116 -4.118 -0.0690 -0.0449 0.0076
H 0.334 0.252 -3.137 0.0417 -0.0451 0.0221
H 0.827 -1.332 -3.805 0.0289 0.0019 0.0287
H -0.473 -1.633 -1.938 -0.0087 0.0233 -0.0554
H 0.232 0.394 3.334 -0.0293 -0.0912 0.1189
H 2.407 1.459 2.810 0.0759 -0.0132 0.0798
H 2.815 2.408 0.577 0.0891 0.0483 -0.0351
H 1.051 2.274 -1.168 0.0353 0.0351 -0.0853



Copy entry 1 word for word.
16
Properties=species:S:1:pos:R:3:forces:R:3 method="wB97M-V/def2-TZVPD" e_lumo_ha=0.0235 e_tot_ev=-9876.5529 smiles=CC#N.OCCO e_above_lowest_ev=3.5078 homo_energy_ha=-0.3612 total_charge=0
C -2.202 0.330 0.703 0.2225 0.4585 0.1398
C -1.568 -0.909 1.109 -1.0425 -2.6475 0.6470
N -1.331 -2.027 1.391 -0.9654 1.8237 0.0294
H -3.230 0.345 1.069 0.0674 -0.0388 -0.0278
H -1.651 1.173 1.118 -0.0689 0.0226 -0.0203
H -2.191 0.411 -0.384 0.0040 -0.0768 0.0605
O 0.462 -0.786 0.379 -0.2901 -1.9488 0.6645
C 1.123 -0.560 -0.848 0.2433 -0.3768 -0.0144
C 1.441 0.929 -0.947 -0.1816 -0.2649 0.1179
O 2.232 1.356 0.144 -0.0550 -0.0278 0.0974
H -0.018 -1.830 0.760 1.9961 3.0276 -1.6026
H 0.513 -0.872 -1.710 0.0285 0.0623 0.0703
H 2.061 -1.129 -0.868 -0.0101 0.0606 -0.1071
H 2.002 1.145 -1.859 -0.0535 -0.0734 0.0299
H 0.497 1.494 -0.985 0.0536 -0.0100 -0.0104
H 1.860 0.927 0.927 0.0516 0.0093 -0.0742